Entry 1:
# C6H12N2

A 2-piece molecular cluster, C6H12N2 overall in a non-equilibrium geometry (ωB97M-V with the def2-TZVPD basis set, OMol25).

The value obtained for the HOMO-LUMO gap is 9.549 eV. The HOMO energy is -8.559 eV. The calculation puts the energy above the lowest of the compared OMol25 structures with the same formula, charge and spin at 65.5 kcal per mole. As for the SMILES: N/C=C/N.C=CC=C.

Each line ends with the Mulliken charge.
CARTESIAN COORDINATES (ANGSTROEM)
N: 3.608 0.355 1.698  -0.596
C: 2.514 0.217 0.739  -0.104
C: 2.123 -0.999 0.343  -0.309
N: 1.059 -1.380 -0.535  -0.482
H: 3.236 0.262 2.625  0.239
H: 3.994 1.342 1.642  0.289
H: 1.911 1.098 0.529  0.183
H: 2.766 -1.840 0.586  0.311
H: 0.509 -2.121 -0.065  0.267
H: 1.417 -1.630 -1.465  0.220
C: -1.318 1.833 0.168  -0.826
C: -1.617 0.607 -0.293  0.386
C: -2.851 0.356 -1.042  -0.094
C: -3.352 -0.914 -1.286  -0.786
H: -2.008 2.677 0.060  0.236
H: -0.407 2.147 0.644  0.224
H: -1.072 -0.319 -0.045  0.039
H: -3.360 1.182 -1.458  0.310
H: -4.271 -1.026 -1.871  0.246
H: -2.880 -1.847 -0.974  0.247



Entry 2:
# C6H12N2

A 2-piece molecular cluster, C6H12N2 overall in a non-equilibrium geometry (ωB97M-V with the def2-TZVPD basis set, OMol25).

The value obtained for the HOMO-LUMO gap is 9.597 eV. The HOMO energy is -8.671 eV. The calculation puts the energy above the lowest of the compared OMol25 structures with the same formula, charge and spin at 19.7 kcal per mole. As for the SMILES: Cc1c[nH]cn1.CC.

Each line ends with the Mulliken charge.
CARTESIAN COORDINATES (ANGSTROEM)
C: -1.770 0.532 -2.143  -1.051
C: -1.421 0.132 -0.760  0.696
C: -1.788 -0.999 -0.088  -0.586
N: -1.482 -0.755 1.248  -0.139
C: -0.840 0.466 1.267  -0.335
N: -0.760 1.020 0.100  -0.521
H: -0.871 0.717 -2.750  0.262
H: -2.206 1.525 -2.170  0.279
H: -2.264 -0.342 -2.546  0.303
H: -2.512 -1.704 -0.471  0.370
H: -1.220 -1.501 1.883  0.273
H: -0.609 0.906 2.225  0.436
C: 2.129 -0.708 0.548  -0.856
C: 2.262 0.810 0.531  -0.788
H: 1.568 -1.202 1.346  0.252
H: 1.882 -1.232 -0.395  0.254
H: 3.108 -1.194 0.542  0.362
H: 1.592 1.265 -0.183  0.251
H: 3.278 1.127 0.309  0.356
H: 1.924 1.138 1.510  0.184



Entry 3:
# C6H12N2

A 2-piece molecular cluster, C6H12N2 overall (ωB97M-V with the def2-TZVPD basis set, OMol25).

The value obtained for the HOMO-LUMO gap is 9.335 eV. The HOMO energy is -8.408 eV. The calculation puts the energy above the lowest of the compared OMol25 structures with the same formula, charge and spin at 52.5 kcal per mole. As for the SMILES: N/C=C/N.C=CC=C.

Each line ends with the Mulliken charge.
CARTESIAN COORDINATES (ANGSTROEM)
N: -0.840 -2.643 2.079  -0.520
C: -1.136 -1.269 1.988  -0.073
C: -1.373 -0.669 0.831  -0.375
N: -1.625 0.726 0.716  -0.597
H: -1.083 -3.073 2.958  0.238
H: 0.077 -2.945 1.788  0.193
H: -1.148 -0.691 2.909  0.343
H: -1.397 -1.286 -0.069  0.373
H: -2.486 0.892 0.212  0.251
H: -0.886 1.252 0.261  0.138
C: 1.177 -0.390 -2.603  -0.872
C: 1.096 0.259 -1.447  0.229
C: 1.205 1.707 -1.296  -0.117
C: 1.150 2.331 -0.121  -0.983
H: 1.213 0.146 -3.546  0.247
H: 1.185 -1.469 -2.669  0.279
H: 0.964 -0.313 -0.532  0.338
H: 1.514 2.239 -2.191  0.292
H: 1.263 3.406 -0.086  0.262
H: 1.128 1.793 0.819  0.354



Entry 4:
# C6H12N2

A 2-piece molecular cluster, C6H12N2 overall in a non-equilibrium geometry (ωB97M-V with the def2-TZVPD basis set, OMol25).

The value obtained for the HOMO-LUMO gap is 7.789 eV. The HOMO energy is -6.885 eV. The calculation puts the energy above the lowest of the compared OMol25 structures with the same formula, charge and spin at 108.5 kcal per mole.

Each line ends with the Mulliken charge.
CARTESIAN COORDINATES (ANGSTROEM)
C: -1.182 -0.611 1.005  -0.854
C: -1.254 -0.103 -1.011  -0.375
C: -1.628 1.351 -0.876  -0.997
N: -0.079 0.114 1.459  -0.077
C: 1.105 -0.007 0.763  0.353
C: 1.617 -1.314 -1.105  -0.492
C: 2.325 0.329 1.239  -1.080
N: 0.887 -0.432 -0.548  -0.165
H: -0.144 0.855 2.139  0.243
H: -1.007 -1.682 0.933  0.267
H: -2.121 -0.318 1.462  0.443
H: -0.745 -0.282 -1.956  0.328
H: -2.096 -0.782 -1.099  0.361
H: 2.446 -1.795 -0.584  0.347
H: 1.402 -1.602 -2.128  0.257
H: 2.415 0.844 2.182  0.276
H: 3.201 0.253 0.617  0.293
H: -0.817 1.901 -0.390  0.272
H: -1.813 1.804 -1.853  0.322
H: -2.513 1.477 -0.253  0.276



Entry 5:
# C6H12N2O

One molecule with the formula C6H12N2O in a non-equilibrium geometry (ωB97M-V with the def2-TZVPD basis set, OMol25).

The value obtained for the HOMO-LUMO gap is 9.439 eV. The HOMO energy is -8.383 eV. The calculation puts the energy above the lowest of the compared OMol25 structures with the same formula, charge and spin at 97.0 kcal per mole. As for the SMILES: CC1=C[C@@H]1[C@@](C)(N)ON.

Each line ends with the Mulliken charge.
CARTESIAN COORDINATES (ANGSTROEM)
C: -2.618 0.112 0.721  -1.180
C: -1.434 0.866 0.313  0.486
C: -0.836 1.868 -0.257  -0.672
C: 0.098 0.930 0.447  -0.667
C: 0.919 -0.095 -0.304  1.436
C: 0.790 0.015 -1.824  -1.867
N: 2.288 -0.046 0.166  -0.656
O: 0.355 -1.426 -0.016  -0.342
N: 0.311 -1.802 1.366  -0.570
H: -2.692 0.104 1.809  0.282
H: -3.523 0.550 0.301  0.338
H: -2.521 -0.921 0.389  0.279
H: -0.870 2.752 -0.848  0.398
H: 0.517 1.180 1.418  0.534
H: 1.314 -0.817 -2.290  0.457
H: 1.203 0.962 -2.166  0.347
H: -0.255 -0.046 -2.114  0.417
H: 2.630 0.905 0.205  0.231
H: 2.886 -0.650 -0.387  0.242
H: 1.243 -1.628 1.750  0.252
H: 0.194 -2.813 1.318  0.255



Entry 6:
# C6H12N2O

One molecule with the formula C6H12N2O in a non-equilibrium geometry (ωB97M-V with the def2-TZVPD basis set, OMol25).

The value obtained for the HOMO-LUMO gap is 8.760 eV. The HOMO energy is -7.931 eV. The calculation puts the energy above the lowest of the compared OMol25 structures with the same formula, charge and spin at 80.0 kcal per mole. As for the SMILES: CC(C)[C@@H](N)C(O)=C=N.

Each line ends with the Mulliken charge.
CARTESIAN COORDINATES (ANGSTROEM)
C: -1.614 -0.506 -1.237  -1.207
C: -1.022 0.353 -0.134  0.143
C: -1.396 -0.088 1.269  -1.336
C: 0.727 1.037 -0.357  -0.190
N: 1.047 2.126 0.453  -0.425
C: 1.574 -0.150 -0.228  0.125
O: 2.946 0.055 -0.365  -0.548
C: 0.993 -1.319 0.000  0.299
N: 0.884 -2.448 0.496  -0.600
H: -1.278 -0.179 -2.222  0.302
H: -1.346 -1.556 -1.116  0.210
H: -2.707 -0.455 -1.219  0.412
H: -1.421 1.363 -0.263  0.345
H: -1.078 -1.107 1.480  0.303
H: -2.483 -0.056 1.390  0.413
H: -0.968 0.571 2.025  0.313
H: 0.568 1.332 -1.391  0.396
H: 1.351 1.910 1.391  0.216
H: 1.457 2.929 0.001  0.220
H: 3.408 -0.674 0.064  0.318
H: 0.356 -3.137 -0.037  0.291



Entry 7:
# C6H12N2O2

A 2-piece molecular cluster, C6H12N2O2 overall in a non-equilibrium geometry (ωB97M-V with the def2-TZVPD basis set, OMol25).

The value obtained for the HOMO-LUMO gap is 8.844 eV. The HOMO energy is -7.992 eV. The calculation puts the energy above the lowest of the compared OMol25 structures with the same formula, charge and spin at 87.4 kcal per mole.

Each line ends with the Mulliken charge.
CARTESIAN COORDINATES (ANGSTROEM)
C: -0.094 0.788 -2.720  0.705
C: 0.105 -1.850 2.681  0.758
C: 0.046 2.163 -3.272  -1.153
C: -0.357 -0.403 -3.589  -1.139
C: -1.126 -1.019 2.316  -0.902
C: 1.296 -0.005 3.913  -0.593
N: -0.019 0.694 -1.472  0.728
N: 0.087 0.503 -0.344  -1.050
O: 0.148 -2.985 2.292  -0.553
O: 1.195 -1.281 3.233  -0.346
H: 0.653 2.605 -2.523  0.385
H: -0.944 2.596 -3.360  0.247
H: 0.412 2.001 -4.237  0.325
H: -1.218 -0.308 -4.302  0.264
H: -0.412 -1.452 -3.186  0.329
H: 0.498 -0.496 -4.206  0.311
H: -1.842 -1.771 1.877  0.279
H: -0.969 -0.365 1.476  0.287
H: -1.496 -0.383 3.127  0.353
H: 1.027 -0.024 5.116  0.214
H: 0.671 0.728 3.361  0.306
H: 2.338 0.264 3.819  0.246



Entry 8:
# C6H12N2O2

C6H12N2O2 as an isolated structure in a non-equilibrium geometry (ωB97M-V with the def2-TZVPD basis set, OMol25).

The value obtained for the HOMO-LUMO gap is 10.337 eV. The HOMO energy is -9.949 eV. The calculation puts the energy above the lowest of the compared OMol25 structures with the same formula, charge and spin at 91.5 kcal per mole.

Each line ends with the Mulliken charge.
CARTESIAN COORDINATES (ANGSTROEM)
C: -1.304 2.116 -1.295  -1.184
C: -0.217 1.279 -1.957  -0.487
C: 0.699 0.579 -0.933  0.279
N: 0.009 -0.341 -0.051  -0.714
C: 1.827 -0.088 -1.632  -0.043
N: 2.723 -0.532 -2.210  -0.484
H: -2.044 1.481 -0.787  0.266
H: -0.884 2.812 -0.554  0.333
H: -1.838 2.708 -2.050  0.366
H: -0.671 0.514 -2.605  0.318
H: 0.405 1.916 -2.603  0.392
H: 1.156 1.340 -0.280  0.207
H: -0.673 -0.927 -0.520  0.310
H: -0.900 0.258 0.924  0.554
C: 0.671 -1.005 1.732  1.028
C: 0.443 -2.485 1.910  -1.145
O: 1.736 -0.492 2.030  -0.523
H: 1.351 -3.033 1.638  0.320
H: 0.203 -2.688 2.963  0.333
H: -0.402 -2.831 1.301  0.315
O: -0.811 0.031 2.353  -0.741
H: -1.476 -0.614 2.622  0.300



Entry 9:
# C6H12N2O2

One molecule with the formula C6H12N2O2 in a non-equilibrium geometry (ωB97M-V with the def2-TZVPD basis set, OMol25).

The value obtained for the HOMO-LUMO gap is 8.542 eV. The HOMO energy is -8.130 eV. The calculation puts the energy above the lowest of the compared OMol25 structures with the same formula, charge and spin at 112.1 kcal per mole.

Each line ends with the Mulliken charge.
CARTESIAN COORDINATES (ANGSTROEM)
C: -1.342 0.047 -1.449  0.393
C: -0.588 1.692 0.566  -0.804
C: -1.039 -0.461 1.174  -0.340
C: -0.420 -0.306 -0.275  0.391
C: 1.717 0.133 -1.348  -0.968
C: 1.478 -1.612 0.350  -1.206
N: 0.792 -0.845 -0.647  0.043
N: -1.616 0.889 1.397  -0.634
O: -1.041 -0.184 -2.567  -0.555
O: -2.409 0.778 -1.119  -0.584
H: 0.379 2.002 1.102  0.237
H: -0.993 2.558 0.104  0.322
H: -1.807 -1.289 1.385  0.286
H: -0.336 -0.766 2.036  0.333
H: 2.224 0.563 -0.414  0.340
H: 2.521 -0.334 -1.825  0.369
H: 1.252 0.752 -2.106  0.241
H: 2.088 -1.218 1.202  0.322
H: 0.727 -2.472 0.485  0.433
H: 2.262 -2.090 -0.251  0.438
H: -1.429 1.233 2.373  0.344
H: -2.418 0.931 -0.172  0.599



Entry 10:
# C6H12N2O3

One molecule with the formula C6H12N2O3 in a non-equilibrium geometry (ωB97M-V with the def2-TZVPD basis set, OMol25).

The value obtained for the HOMO-LUMO gap is 8.564 eV. The HOMO energy is -8.221 eV. The calculation puts the energy above the lowest of the compared OMol25 structures with the same formula, charge and spin at 169.4 kcal per mole. As for the SMILES: CO[C@@H]1CCCN[C@H]1[N+](=O)[O-].

Each line ends with the Mulliken charge.
CARTESIAN COORDINATES (ANGSTROEM)
C: -2.786 0.669 1.104  -0.987
O: -2.011 0.310 0.005  -0.411
C: -0.629 0.278 0.184  0.165
C: 0.176 0.622 -1.052  -1.404
C: 1.665 0.604 -0.673  -0.442
C: 1.979 -0.973 -0.497  -0.870
N: 1.313 -1.192 0.776  -0.292
C: -0.019 -1.460 0.632  -0.156
N: -0.713 -1.687 1.818  0.948
O: -0.268 -1.191 2.845  -0.614
O: -1.729 -2.388 1.783  -0.590
H: -3.756 0.795 0.868  0.422
H: -2.578 1.539 1.612  0.386
H: -2.860 -0.146 1.727  0.381
H: -0.297 1.017 0.972  0.346
H: -0.135 1.527 -1.322  0.508
H: -0.216 -0.003 -1.768  0.459
H: 2.126 1.040 -1.487  0.419
H: 1.740 1.270 0.241  0.321
H: 1.644 -1.503 -1.347  0.345
H: 2.990 -1.121 -0.341  0.413
H: 1.905 -1.487 1.488  0.212
H: -0.320 -2.180 -0.056  0.442



Entry 11:
# C6H12N2O3

One molecule with the formula C6H12N2O3 in a non-equilibrium geometry (ωB97M-V with the def2-TZVPD basis set, OMol25).

The value obtained for the HOMO-LUMO gap (spin up / spin down) is 7.714 / 7.716 eV. The HOMO energy (spin up / spin down) is -7.336 / -7.337 eV. The calculation puts the energy above the lowest of the compared OMol25 structures with the same formula, charge and spin at 107.1 kcal per mole.

Each line ends with the Mulliken charge.
CARTESIAN COORDINATES (ANGSTROEM)
C: -0.260 0.615 -1.913  0.361
C: 0.374 -0.844 -0.143  1.940
C: -0.682 -0.040 0.625  0.179
C: 0.297 -2.376 0.103  -1.608
C: 1.843 -0.439 0.303  -1.853
C: -0.234 0.544 1.968  -1.367
N: -0.314 1.546 -0.945  0.176
N: -1.036 2.653 -0.981  -0.652
O: -0.506 0.778 -3.087  -0.661
O: 0.091 -0.699 -1.535  -0.389
O: -2.026 -0.075 0.424  -0.537
H: 1.292 -2.868 -0.058  0.361
H: -0.328 -2.956 -0.575  0.387
H: -0.061 -2.459 1.063  0.420
H: 2.117 -0.735 1.250  0.403
H: 1.993 0.614 0.214  0.509
H: 2.513 -0.900 -0.512  0.436
H: -1.135 0.863 2.401  0.493
H: 0.482 1.250 1.719  0.331
H: 0.085 -0.393 2.467  0.290
H: -1.677 2.909 -1.668  0.180
H: -0.551 3.382 -0.618  0.185
H: -2.275 -0.369 -0.500  0.417



Entry 12:
# C6H12N2O3

One molecule with the formula C6H12N2O3 in a non-equilibrium geometry (ωB97M-V with the def2-TZVPD basis set, OMol25).

The value obtained for the HOMO-LUMO gap is 10.290 eV. The HOMO energy is -9.679 eV. The calculation puts the energy above the lowest of the compared OMol25 structures with the same formula, charge and spin at 35.6 kcal per mole. As for the SMILES: C[C@H](N)C(=O)N[C@@H](C)C(=O)O.

Each line ends with the Mulliken charge.
CARTESIAN COORDINATES (ANGSTROEM)
C: 0.083 -1.286 -3.108  -1.197
C: 0.137 -1.351 -1.555  0.559
N: -0.885 -2.158 -0.838  -0.593
C: 0.521 0.020 -0.878  0.095
O: 1.398 0.811 -1.299  -0.653
N: -0.233 0.182 0.354  -0.294
C: 0.350 1.238 1.193  0.415
C: -0.500 2.542 1.173  -1.245
C: 0.408 0.843 2.737  0.216
O: 0.466 1.700 3.590  -0.542
O: 0.364 -0.545 3.010  -0.469
H: 0.005 -2.226 -3.721  0.324
H: 0.968 -0.684 -3.372  0.331
H: -0.788 -0.667 -3.451  0.295
H: 1.077 -1.944 -1.233  0.169
H: -1.747 -1.891 -1.214  0.203
H: -0.637 -3.194 -0.887  0.264
H: -0.590 -0.652 0.769  0.416
H: 1.404 1.398 1.053  0.364
H: -1.505 2.137 1.353  0.347
H: -0.306 3.029 0.195  0.317
H: -0.360 3.244 2.095  0.310
H: 0.371 -0.548 4.033  0.368